# 1
{
  "formula": "C5H10ClNS",
  "method": "the ωB97M-V functional and the def2-TZVPD basis",
  "species": ["Cl", "S", "N", "C", "C", "C", "C", "C", "H", "H", "H", "H", "H", "H", "H", "H", "H", "H"],
  "positions_angstrom": [[1.22271, 2.98024, 0.38875], [0.37355, -1.60897, -1.31194], [1.84564, -0.52437, 1.17969], [-1.67743, -0.86841, 0.39289], [0.92344, 1.35125, -0.24826], [-0.44520, 1.06086, -0.88518], [0.69077, 0.20918, 0.74026], [-0.40171, -0.34762, -0.23834], [1.59518, -1.28742, 1.84659], [2.34084, -0.94522, 0.40248], [1.74087, 1.13207, -0.93297], [-1.24017, 1.68619, -0.37275], [-2.43627, -1.09516, -0.38232], [-2.09802, -0.10151, 1.06671], [0.17424, 0.59820, 1.60592], [-0.52754, 1.14483, -1.97834], [-0.58836, -1.58772, -2.28488], [-1.49255, -1.79643, 1.01168]],
  "mulliken_charge": [-0.222, -0.248, -0.635, -1.478, 0.072, -0.776, -0.587, 0.859, 0.282, 0.279, 0.303, 0.281, 0.397, 0.361, 0.386, 0.274, 0.144, 0.307],
  "smiles": "C[C@@]1(S)C[C@@H](Cl)[C@@H]1N",
  "multiplicity": 1,
  "gap_ev": 9.99,
  "lumo_energy_ev": 0.66
}

=====

# 2
{
  "formula": "H2INS",
  "method": "the ωB97M-V functional and the def2-TZVPD basis",
  "species": ["I", "S", "N", "H", "H"],
  "positions_angstrom": [[-2.33028, 0.73800, -0.27574], [1.55873, -1.23409, -0.34660], [0.65883, 0.05634, -0.03915], [0.45084, 0.26278, 1.03458], [-0.33812, 0.17697, -0.37309]],
  "mulliken_charge": [-0.158, -0.004, -0.283, 0.334, 0.111],
  "multiplicity": 1,
  "gap_ev": [7.67, 5.46],
  "lumo_energy_ev": [-1.77, -3.67]
}

=====

# 3
{
  "formula": "C2H2O2S",
  "method": "the ωB97M-V functional and the def2-TZVPD basis",
  "species": ["S", "O", "O", "C", "C", "H", "H"],
  "positions_angstrom": [[0.89635, -1.12081, 0.06699], [2.68579, 0.77581, 0.06081], [-1.92355, 0.54652, -0.39116], [-1.70506, -0.51658, 0.00245], [1.52786, 0.48309, -0.00201], [-2.19839, -1.39479, 0.38118], [0.71700, 1.22676, -0.11828]],
  "mulliken_charge": [-0.248, -0.448, -0.204, 0.149, 0.158, 0.356, 0.236],
  "multiplicity": 1,
  "gap_ev": [8.13, 8.12],
  "lumo_energy_ev": [-1.28, -1.29]
}

=====

# 4
{
  "formula": "C24H53BrN5O5PSi2",
  "method": "the ωB97M-V functional and the def2-TZVPD basis",
  "species": ["Br", "P", "Si", "Si", "O", "O", "O", "O", "O", "N", "N", "N", "N", "N", "C", "C", "C", "C", "C", "C", "C", "C", "C", "C", "C", "C", "C", "C", "C", "C", "C", "C", "C", "C", "C", "C", "C", "C", "H", "H", "H", "H", "H", "H", "H", "H", "H", "H", "H", "H", "H", "H", "H", "H", "H", "H", "H", "H", "H", "H", "H", "H", "H", "H", "H", "H", "H", "H", "H", "H", "H", "H", "H", "H", "H", "H", "H", "H", "H", "H", "H", "H", "H", "H", "H", "H", "H", "H", "H", "H", "H"],
  "positions_angstrom": [[1.56082, 0.02513, -0.55024], [1.37207, 0.54314, 3.29012], [0.31127, -1.07966, 2.11397], [-2.03928, -1.10445, 0.37830], [-4.23359, -1.12088, 2.63293], [-0.90815, 2.96632, 4.72400], [-1.21528, -0.56196, 1.69542], [1.59310, -2.76055, -3.56067], [-3.65150, -0.71588, 0.58644], [2.78689, -0.00721, 3.74692], [-1.37985, 3.55257, 3.68396], [-4.13100, -0.25532, 1.87045], [1.20575, -2.48485, -4.75512], [-1.87073, -2.79500, 0.14646], [0.70394, 4.85486, 3.83886], [-0.78566, 4.92568, 3.51715], [2.77609, -2.04450, 1.06362], [3.40254, -1.99521, -6.60672], [3.07289, -3.38678, 0.38883], [0.57592, -0.53268, -6.21895], [-3.52384, 4.47087, 4.53613], [2.99557, -0.96158, -5.56210], [-1.48495, 5.91876, 4.44852], [-1.37631, -4.38340, 3.70733], [-2.87395, 3.41909, 3.62787], [1.37730, -1.51939, 0.64026], [-0.88840, 5.43109, 2.06940], [1.60751, -3.57158, -5.71588], [3.07665, -3.40317, -6.11293], [0.73982, -3.57907, -6.98452], [1.38936, -4.92313, -5.04325], [0.25302, -2.54849, 3.28821], [1.52998, -1.06376, -5.12106], [-1.12829, -3.09552, 3.54148], [1.32721, -0.17878, -3.89848], [-3.00569, 5.88784, 4.31702], [-3.26896, 2.03358, 4.12890], [-3.39415, 3.52799, 2.17408], [0.92625, -2.29215, 0.01498], [-0.25203, 6.30984, 1.96224], [0.32015, -0.29251, -3.49492], [-0.00634, -1.31011, -6.69894], [3.71123, -3.63386, -5.25154], [1.36106, 1.72914, 2.52810], [-3.04637, 1.89851, 5.18467], [-3.44726, 6.55339, 5.06098], [3.55092, 0.56292, 3.40200], [-1.10210, 6.91923, 4.23230], [-2.74898, 1.25919, 3.56442], [-0.53853, 4.67411, 1.36550], [0.35808, -5.02629, -4.70318], [3.63442, -1.08888, -4.68213], [-2.33941, -4.82298, 3.47911], [3.53817, -1.33052, 0.75732], [-4.60507, 4.42831, 4.38832], [2.82813, -2.14973, 2.14822], [-0.57744, -5.03829, 4.04113], [-4.34337, 1.90885, 3.98231], [-1.93281, -2.36759, 3.61771], [1.59410, -5.71215, -5.76788], [1.15416, 5.82625, 3.63105], [0.69136, -2.18243, 4.22981], [2.79336, -3.34598, -0.66792], [3.17274, 0.05077, -5.93123], [3.31058, -4.14199, -6.88349], [0.92171, -3.33764, 2.94038], [-0.15046, 0.15364, -5.78389], [-3.32061, 6.26508, 3.33993], [1.12122, 0.00551, -6.99509], [0.52019, 0.84032, 4.37513], [1.20088, 4.10682, 3.21942], [-1.44271, -3.05444, -0.73486], [4.12531, -3.65550, 0.47389], [2.04812, -5.06463, -4.19030], [2.90686, -1.79271, -7.56044], [-3.68000, 2.54361, 1.80299], [-1.56129, -0.40284, -0.81764], [1.46119, 0.86605, -4.18823], [2.03608, -0.40562, -3.10925], [-2.65146, 3.90014, 1.47838], [-2.72324, -3.32828, 0.26418], [0.88515, 4.61146, 4.88264], [0.96425, -2.76666, -7.67123], [4.47492, -1.91641, -6.79432], [-1.89290, 5.73345, 1.78364], [0.92304, -4.50781, -7.52529], [-3.34030, 4.19342, 5.57916], [-4.26873, 4.17673, 2.11088], [2.47356, -4.18679, 0.83245], [-1.21287, 5.69400, 5.48449], [-0.32103, -3.54008, -6.73267]],
  "lowdin_spin": [0.000, 0.001, 0.000, 0.000, 0.000, 0.522, 0.000, 0.524, 0.000, 0.001, 0.377, 0.000, 0.378, 0.000, -0.001, 0.027, 0.000, 0.001, 0.000, 0.003, 0.017, 0.017, 0.016, 0.000, 0.027, 0.000, 0.002, 0.026, 0.015, 0.003, -0.001, 0.000, 0.027, 0.000, -0.001, 0.001, -0.001, 0.002, 0.000, 0.000, 0.000, 0.001, 0.002, 0.000, 0.000, 0.001, 0.000, 0.002, 0.000, 0.001, 0.000, 0.002, 0.000, 0.000, 0.002, 0.000, 0.000, 0.000, 0.000, 0.000, 0.000, 0.000, 0.000, 0.002, 0.002, 0.000, 0.000, 0.000, 0.000, 0.000, 0.000, 0.000, 0.000, -0.001, 0.000, 0.000, 0.000, 0.000, 0.000, 0.001, 0.000, 0.000, 0.000, 0.001, 0.000, 0.000, 0.002, 0.000, 0.000, 0.002, 0.001],
  "multiplicity": 3,
  "gap_ev": [7.66, 7.68],
  "lumo_energy_ev": [-0.22, -0.22]
}

=====

# 5
{
  "formula": "C5H12FNO2S2",
  "method": "the ωB97M-V functional and the def2-TZVPD basis",
  "species": ["S", "S", "F", "O", "O", "N", "C", "C", "C", "C", "C", "H", "H", "H", "H", "H", "H", "H", "H", "H", "H", "H", "H"],
  "positions_angstrom": [[1.50650, 1.59421, 0.64882], [-1.56348, 0.61573, 0.47772], [2.83832, 0.02031, -0.98660], [-0.93392, -0.20912, 1.46905], [-2.02267, 1.92664, 0.90061], [-0.36924, 0.80448, -0.61219], [1.92767, -1.15831, 0.84194], [3.97361, 0.34016, 1.06926], [2.57378, 0.08213, 0.38852], [-0.68387, 1.86138, -1.56326], [-2.80356, -0.39290, -0.37710], [4.08231, 0.45639, 2.19724], [4.60749, -0.39628, 0.78822], [-2.41463, -0.35147, -1.43382], [-3.78102, 0.06106, -0.20994], [4.44471, 1.21394, 0.67861], [2.60252, -2.04034, 0.70147], [-0.98712, 2.76172, -0.94321], [0.24486, 2.14129, -2.10105], [-1.30471, 1.49607, -2.34724], [-2.76057, -1.51688, 0.05996], [0.95303, -1.36006, 0.36932], [1.80545, -1.00288, 1.87575]],
  "mulliken_charge": [0.066, 1.209, -0.338, -0.615, -0.665, -0.346, -1.375, -1.531, 1.195, -0.978, -0.852, 0.338, 0.482, 0.287, 0.337, 0.420, 0.391, 0.425, 0.291, 0.340, 0.295, 0.251, 0.374],
  "multiplicity": 1,
  "gap_ev": [7.79, 7.79],
  "lumo_energy_ev": [-2.02, -2.02]
}

=====

# 6
{
  "formula": "C4H6N2S",
  "method": "the ωB97M-V functional and the def2-TZVPD basis",
  "species": ["S", "N", "N", "C", "C", "C", "C", "H", "H", "H", "H", "H", "H"],
  "positions_angstrom": [[-0.38416, 0.59883, -1.87305], [1.04834, 0.81375, 0.39071], [0.88292, -1.33557, -0.44445], [0.99101, 0.09929, -0.84520], [-1.69456, 0.75519, -0.65250], [0.80995, -1.39456, 0.81265], [0.82792, -0.02279, 1.35340], [2.00299, 0.20212, -1.23075], [0.62920, 0.41220, 2.26408], [-1.44762, 1.44858, 0.11295], [-2.53046, 0.92675, -1.35880], [-1.94181, -0.22492, -0.06755], [0.80629, -2.27888, 1.53852]],
  "mulliken_charge": [-0.095, -0.525, -0.501, 0.178, -0.766, -0.107, -0.123, 0.332, 0.485, 0.305, 0.304, 0.215, 0.296],
  "smiles": "CSC1N=CC=N1",
  "multiplicity": 1,
  "gap_ev": 9.10,
  "lumo_energy_ev": 0.10
}

=====

# 7
{
  "formula": "C5H5NS",
  "method": "the ωB97M-V functional and the def2-TZVPD basis",
  "species": ["S", "N", "C", "C", "C", "C", "C", "H", "H", "H", "H", "H"],
  "positions_angstrom": [[3.12982, 0.54801, -0.08137], [-0.22067, -1.50534, 0.58968], [-0.72590, -0.69091, -0.49792], [-1.89738, 1.65910, 0.03304], [0.79142, -0.85008, -0.27540], [-1.37379, 0.58201, -0.22485], [1.56159, 0.30323, 0.20040], [-1.01428, -1.30207, -1.36740], [1.32350, -1.47157, -0.98802], [-2.29747, 2.61218, 0.28928], [1.04530, 1.08269, 0.82799], [-0.32214, -0.96724, 1.49457]],
  "mulliken_charge": [-0.248, -0.562, -0.209, 0.298, 0.103, -0.702, -0.351, 0.346, 0.388, 0.409, 0.213, 0.316],
  "smiles": "C#C[C@@H]1N[C@@H]1C=S",
  "multiplicity": 1,
  "gap_ev": 8.46,
  "lumo_energy_ev": -0.40
}

=====

# 8
{
  "formula": "C4H5FO2S",
  "method": "the ωB97M-V functional and the def2-TZVPD basis",
  "species": ["S", "F", "O", "O", "C", "C", "C", "C", "H", "H", "H", "H", "H"],
  "positions_angstrom": [[-1.24028, 1.52310, 0.43115], [1.10133, 0.05425, 1.57478], [-1.02034, -1.23317, 0.31224], [-3.06547, -0.39929, 0.52529], [-1.88121, -0.19951, 0.44347], [0.27060, -1.17694, -0.20115], [0.34721, 1.27952, -0.34209], [1.00950, 0.02637, 0.20657], [0.94176, 2.15676, -0.07012], [0.89053, -2.01755, 0.12186], [2.05691, -0.06511, -0.23392], [0.30738, 1.24558, -1.45655], [0.28207, -1.19402, -1.31153]],
  "mulliken_charge": [-0.092, -0.302, -0.308, -0.506, 0.591, -0.487, -0.610, 0.095, 0.315, 0.302, 0.290, 0.367, 0.345],
  "smiles": "O=C1OC[C@H](F)CS1",
  "multiplicity": 1,
  "gap_ev": 10.20,
  "lumo_energy_ev": 0.46
}